# 1
Density functional theory data (the ωB97M-V functional and the def2-TZVPD basis) for a cluster of 24 separate species, C48H144O24 in total at a distorted geometry.

Positions of all 216 atoms, in Å:
C -1.886 -0.446 4.107
H 1.058 4.516 4.494
C -0.201 -5.016 6.807
H 0.652 1.480 -4.681
H -4.934 -1.795 -0.062
O 3.058 -5.323 -1.707
H 0.222 -4.193 7.383
H -3.545 4.157 1.423
H -2.082 -5.361 5.758
C -0.485 -3.987 2.336
H 1.153 -1.606 -2.567
O 1.434 5.362 -2.548
H -2.165 -4.437 7.302
H -1.525 -0.473 5.141
H -1.570 4.282 0.819
H -2.611 -2.244 -6.492
H 1.557 0.541 -2.591
H -0.500 2.986 7.691
H 3.570 4.835 -3.424
C -5.183 1.446 3.577
H 5.137 -4.702 -3.437
C 3.403 -5.897 -2.991
H -1.586 1.747 1.146
H -4.264 0.230 2.371
H -3.771 -1.802 -5.108
C -4.648 2.636 4.213
C -3.471 -1.641 -6.135
H -3.866 5.229 0.026
H 0.712 0.682 2.103
H 1.154 -1.143 6.472
C -0.143 1.995 7.869
H -4.136 -4.929 -4.058
C -0.200 1.303 -0.531
H 1.431 -7.844 0.148
H 5.257 3.292 0.077
O 4.973 -1.468 -3.005
C -1.294 1.042 7.490
C -3.985 -5.023 -2.991
H 2.347 3.504 -1.147
C 4.130 -4.943 -3.874
H 5.499 -0.420 0.070
C 1.528 -2.057 5.933
H 1.548 -2.569 -0.092
H -1.568 5.482 -4.879
H 0.403 2.788 4.563
O 1.021 1.769 7.061
H -0.778 3.914 -4.990
H -5.320 3.305 -0.265
H 3.044 1.472 -2.774
C 1.410 1.984 -4.159
H 0.256 6.944 0.200
H 1.930 0.598 -8.399
C -1.111 -4.019 0.959
H -2.067 -1.135 -2.038
H 3.040 1.990 -0.409
H 2.424 -6.161 -3.441
H 0.610 6.605 2.552
H -0.095 3.161 2.084
H -0.184 -5.955 7.314
H -1.496 -3.672 5.793
H 0.021 1.832 8.901
H -5.563 -1.335 -1.712
H -1.072 1.087 -1.229
C -4.262 3.096 -0.401
H -1.323 5.167 3.759
H 2.791 1.676 3.735
H 2.021 -0.936 -0.307
C -5.118 -0.949 -0.732
H 4.847 -2.348 -1.116
O 5.069 -0.092 2.865
H -4.704 3.478 3.500
H 1.664 7.108 -3.621
O -0.432 4.059 2.256
H 3.227 -2.701 4.929
H 3.831 1.200 1.709
H -2.196 1.317 8.121
H -2.472 4.053 -5.554
O -2.900 -4.265 -2.546
C -0.951 4.167 3.585
H -3.761 -6.068 -2.848
H 0.218 -1.953 -4.812
H 0.967 2.841 -3.664
H -1.104 -0.618 3.430
H -5.038 0.555 4.222
C -0.191 -6.970 -0.478
O -0.952 -0.771 -3.487
C 0.435 -0.881 -8.367
H -1.762 3.416 3.724
H 3.230 -2.208 -0.054
H -0.250 -1.379 -7.661
H 1.456 -2.854 6.682
H 1.633 2.476 7.155
C -3.729 -0.414 -1.039
O 2.554 3.409 0.896
H 0.422 5.209 -2.570
H 5.835 0.589 -1.342
C 2.960 -1.827 5.565
H -2.668 -2.489 4.111
C 0.513 -2.475 -2.789
C -1.752 4.401 -4.801
H -0.786 -7.913 -0.491
O -1.241 4.656 -2.512
O 0.255 1.272 -7.528
H 1.981 6.750 -0.295
H 2.450 -2.632 2.237
O 0.519 -5.270 5.635
H -0.139 -2.654 -1.893
C 2.218 1.029 -3.368
H -5.659 -3.653 -2.444
H -1.724 -4.909 0.814
H -1.398 -0.381 -4.249
C -0.732 1.146 0.875
C 2.245 -1.851 0.191
H -4.348 -1.930 -6.731
H 4.297 -5.363 -4.888
C -3.203 -0.232 -6.540
C -5.313 -4.696 -2.352
O -2.062 0.299 -5.866
H 0.521 -4.351 2.360
C 2.251 -1.687 1.716
H -5.672 -0.184 -0.269
H 3.992 -6.822 -2.865
H -6.060 -5.258 -2.919
H -1.082 -4.571 3.056
C 1.191 6.484 0.420
H 3.933 6.520 -3.180
H -3.748 0.330 -1.838
H -5.274 -4.860 -1.279
H 0.999 5.430 0.272
H 0.758 -1.363 2.954
H -2.424 3.016 -3.275
H -0.406 -3.960 0.166
H 0.628 0.703 -0.859
H 2.554 5.199 1.995
C 0.157 3.859 4.637
H 1.814 7.853 1.905
O -2.733 -1.438 -1.372
H 4.218 4.730 -0.028
H -1.598 4.712 -1.555
C 5.217 -0.254 -0.958
H 4.331 1.897 4.634
O -2.094 4.250 -0.025
H -3.589 2.411 4.430
H -1.029 -0.008 7.693
H -3.854 -1.319 4.596
C 1.926 6.063 -3.677
H -1.561 1.137 6.414
H -0.340 -6.487 0.501
O 0.763 -2.333 4.765
H -1.212 -2.762 -4.060
H -2.275 0.539 3.902
H 3.842 3.055 3.445
H -4.085 2.154 0.116
H 3.459 -0.420 -3.770
H 5.883 0.119 3.404
H 6.534 -1.863 -1.584
H -6.256 1.459 3.386
H 1.530 -0.065 -6.718
O 0.343 1.546 1.771
H -0.164 -0.435 -9.152
H -2.078 -2.539 0.012
H -1.607 -5.880 -1.622
H -4.001 0.502 -6.372
H 3.569 -3.991 -3.874
H 0.052 2.376 -0.722
H 5.046 -2.309 -3.472
H 1.995 2.470 -4.976
O 2.783 0.065 -4.250
H -0.338 -6.830 -2.541
C -0.391 -2.056 -3.911
C -3.051 -1.483 3.886
O 2.620 6.086 2.377
C 1.508 6.806 1.889
H -3.184 4.650 -3.268
H 3.144 -0.986 4.907
O -1.898 -2.815 0.922
H -1.436 0.612 -6.506
C -1.618 -4.612 6.353
C 3.450 5.830 -3.851
H 3.661 -1.686 6.435
H 3.735 5.862 -4.924
H 0.759 2.012 -7.157
H -0.510 -2.900 2.497
H 4.781 4.006 -1.471
O 0.962 -1.085 2.056
H 2.998 -1.002 2.121
H 1.071 -3.417 -2.952
H 1.447 5.713 -4.586
C -0.583 -6.191 -1.671
H 4.145 -0.055 -1.039
C -2.231 4.101 -3.400
H -3.142 -1.955 1.933
C 1.177 0.242 -7.693
H -0.104 4.164 5.672
O 1.234 -7.201 -0.554
O -3.668 -1.459 2.596
O -4.549 1.181 2.335
H -5.126 2.929 5.136
H -3.409 -0.043 -0.059
H 1.172 -1.620 -8.773
C 3.042 3.065 -0.393
C 3.842 1.989 3.684
H 0.038 -5.281 -1.685
H -3.984 3.016 -1.451
H -0.985 0.097 1.074
H 5.329 1.983 2.212
H 0.748 -3.295 4.682
H 1.389 -5.603 5.806
H 2.319 -5.783 -1.333
C 4.542 1.273 2.554
C 5.446 -1.587 -1.663
H 1.702 2.863 0.983
H -3.171 -3.358 -2.476
C -3.474 4.275 0.348
C 4.373 3.766 -0.475
H -3.068 -0.227 -7.611

The value obtained for the strongest force on any atom is 0.072 Eh/bohr. The total charge is 0. As for the electronic energy: -3720.734278 Ha.

These are the Löwdin partial charges, in e, on atoms 1 to 99:
1 C -0.027
2 H 0.086
3 C -0.312
4 H 0.038
5 H 0.078
6 O -0.096
7 H 0.093
8 H 0.093
9 H 0.064
10 C -0.060
11 H 0.063
12 O -0.142
13 H 0.088
14 H 0.058
15 H 0.070
16 H 0.089
17 H 0.086
18 H 0.086
19 H 0.051
20 C -0.350
21 H 0.087
22 C -0.322
23 H 0.102
24 H 0.048
25 H 0.068
26 C -0.091
27 C -0.082
28 H 0.101
29 H 0.077
30 H 0.118
31 C -0.301
32 H 0.102
33 C -0.042
34 H 0.102
35 H 0.088
36 O -0.090
37 C -0.080
38 C -0.336
39 H 0.105
40 C -0.102
41 H 0.064
42 C -0.306
43 H 0.039
44 H 0.082
45 H 0.064
46 O -0.079
47 H 0.062
48 H 0.069
49 H 0.108
50 C -0.073
51 H 0.063
52 H 0.119
53 C -0.265
54 H 0.055
55 H 0.078
56 H 0.114
57 H 0.108
58 H 0.032
59 H 0.105
60 H 0.059
61 H 0.090
62 H 0.090
63 H 0.094
64 C -0.043
65 H 0.106
66 H 0.069
67 H 0.054
68 C -0.061
69 H 0.096
70 O -0.129
71 H 0.082
72 H 0.098
73 O -0.115
74 H 0.085
75 H 0.090
76 H 0.095
77 H 0.077
78 O -0.081
79 C -0.260
80 H 0.105
81 H 0.111
82 H 0.062
83 H 0.025
84 H 0.109
85 C -0.308
86 O -0.111
87 C -0.081
88 H 0.095
89 H 0.058
90 H 0.064
91 H 0.088
92 H 0.062
93 C -0.271
94 O -0.135
95 H 0.077
96 H 0.096
97 C -0.081
98 H 0.094
99 C -0.070

# 2
Density functional theory data (the ωB97M-V functional and the def2-TZVPD basis) for a cluster of 2 separate species, C2H6O in total at a distorted geometry.

Positions of all 9 atoms, in Å:
C -1.052 -0.682 0.425
H -1.194 0.834 -0.952
H -0.419 -0.638 -1.651
H -1.536 -0.138 1.220
H -0.756 -1.702 0.671
H 2.025 0.083 0.524
H 1.519 1.392 0.001
C -0.834 -0.173 -0.776
O 2.246 1.024 0.538

The value obtained for the strongest force on any atom is 0.024 Eh/bohr. The SMILES is C=C.O. The total charge is 0. As for the electronic energy: -154.999994 Ha.

Here is what Löwdin gives for the atomic charges, in e:
1 C -0.075
2 H 0.047
3 H 0.048
4 H 0.050
5 H 0.051
6 H 0.022
7 H 0.026
8 C -0.092
9 O -0.077

# 3
Density functional theory data (the ωB97M-V functional and the def2-TZVPD basis) for a structure of composition C36H30N10Tl at a distorted geometry.

Positions of all 77 atoms, in Å:
C 1.914 -1.837 0.680
H -1.856 6.146 1.220
C 1.031 0.070 3.651
H 2.957 -3.686 1.062
H -1.407 -1.088 2.927
H -3.972 1.967 -1.515
C 1.040 3.792 1.925
H -2.958 -1.037 4.868
H 2.759 -2.375 -2.992
C 1.466 -0.024 -2.443
H 1.291 -0.552 5.727
C 1.847 -1.104 -1.512
Tl -0.209 0.951 0.474
H -4.795 2.394 3.105
N -2.407 2.501 -0.201
H -1.310 3.970 -1.220
N 0.876 1.059 -1.939
C 2.611 -2.991 0.316
H 1.804 5.267 3.274
H -1.207 -2.090 -0.624
C -2.407 0.632 -1.924
H 3.026 -6.827 -3.971
C 2.887 -5.113 -2.657
C -1.564 -1.443 -1.415
H -0.144 6.789 2.902
C 1.008 5.002 2.597
C -3.412 2.403 0.853
C 2.504 -2.250 -1.955
H 4.882 -4.799 0.070
H 0.150 2.947 -2.269
C -4.037 1.627 3.114
H -4.611 0.824 5.015
C 3.411 -4.528 -1.500
C -2.874 2.006 -1.495
N 1.338 0.906 -4.620
N -2.203 0.586 2.046
C 0.575 2.069 -2.732
C 2.858 -3.239 -1.035
C -3.007 -0.278 4.107
C 3.393 -6.337 -3.079
C 0.803 1.991 -4.107
H 1.850 3.088 2.048
C -3.949 0.740 4.168
C -2.588 0.264 -3.255
N 4.337 -6.939 -2.403
C -0.066 5.851 2.375
C -0.927 4.257 0.812
C -1.037 5.484 1.456
H -4.355 2.035 0.429
N 1.659 -2.063 4.400
N -1.873 -0.202 -1.045
C 1.799 -2.432 3.149
H -2.295 -1.291 -4.699
H -3.623 3.402 1.247
H 0.675 1.067 3.862
H 2.160 -0.917 -4.320
C -1.883 3.866 -0.293
H -2.588 2.708 -2.281
H 2.034 -3.473 2.989
C -2.202 -0.998 -3.664
H -2.703 4.599 -0.330
C 1.337 -0.822 4.683
C 4.419 -5.206 -0.814
N 0.087 3.439 1.073
H 0.567 2.791 -4.794
C -1.705 -1.885 -2.716
C -2.146 -0.308 3.030
H -1.459 -2.899 -2.987
N 1.169 -0.297 2.390
H 5.642 -6.999 -0.836
C 1.693 -0.078 -3.830
C 4.860 -6.428 -1.319
H 2.084 -4.651 -3.208
H -3.019 0.962 -3.952
C -3.152 1.507 2.043
C 1.615 -1.518 2.093
N 1.527 -0.951 -0.231

The value obtained for the strongest force on any atom is 0.036 Eh/bohr. The total charge is +3. As for the electronic energy: -2108.967704 Ha.

Here is what Löwdin gives for the atomic charges, in e:
1 C -0.186
2 H 0.136
3 C -0.101
4 H 0.125
5 H 0.110
6 H 0.154
7 C -0.105
8 H 0.128
9 H 0.124
10 C -0.172
11 H 0.134
12 C -0.194
13 Tl 1.245
14 H 0.137
15 N -0.160
16 H 0.121
17 N 0.072
18 C 0.097
19 H 0.131
20 H 0.122
21 C -0.264
22 H 0.123
23 C -0.003
24 C -0.123
25 H 0.137
26 C 0.004
27 C -0.089
28 C 0.086
29 H 0.116
30 H 0.099
31 C 0.022
32 H 0.135
33 C -0.176
34 C -0.102
35 N 0.136
36 N 0.041
37 C -0.084
38 C -0.099
39 C -0.002
40 C -0.103
41 C -0.053
42 H 0.121
43 C 0.009
44 C 0.015
45 N 0.088
46 C 0.016
47 C -0.253
48 C 0.034
49 H 0.153
50 N 0.136
51 N 0.036
52 C -0.020
53 H 0.134
54 H 0.144
55 H 0.119
56 H 0.130
57 C -0.118
58 H 0.136
59 H 0.133
60 C 0.005
61 H 0.152
62 C -0.054
63 C 0.009
64 N 0.038
65 H 0.133
66 C -0.010
67 C -0.123
68 H 0.126
69 N 0.055
70 H 0.125
71 C -0.018
72 C -0.099
73 H 0.109
74 H 0.136
75 C -0.238
76 C -0.173
77 N 0.097